1.
{
  "formula": "C7H13IN2",
  "method": "ωB97M-V with the def2-TZVPD basis set",
  "elements": ["C", "C", "C", "N", "C", "C", "C", "N", "C", "I", "H", "H", "H", "H", "H", "H", "H", "H", "H", "H", "H", "H", "H"],
  "xyz": [[2.511323, 0.631205, 0.648514], [1.368778, 0.081822, -0.241408], [0.172270, 0.329812, 0.658440], [-1.204365, -0.052384, 0.058625], [-1.519689, 0.881608, -1.096722], [-1.158656, -1.349753, -0.620244], [-2.058318, -2.151725, -0.049478], [-2.718243, -1.472864, 0.959502], [-2.213974, -0.241162, 1.026787], [-2.932849, 1.431141, 2.344833], [2.573473, 1.653238, 0.994992], [2.505669, 0.216419, 1.603332], [3.403310, 0.709243, 0.152360], [1.641598, -1.091947, -0.347225], [1.420848, 0.644003, -1.070300], [0.136230, -0.374379, 1.584001], [-0.129990, 1.343801, 0.868302], [-0.680213, 0.811043, -1.671973], [-2.463925, 0.684222, -1.411391], [-1.575701, 2.030818, -0.778960], [-0.585964, -1.653178, -1.421531], [-2.418766, -3.220092, -0.175769], [-3.517180, -1.813588, 1.445145]],
  "forces_ev_per_a": [[-1.40, 1.19, 0.38], [1.21, -3.11, 4.49], [-0.78, -1.86, 1.53], [-0.19, -1.91, -2.24], [-0.03, 4.57, 3.63], [-1.86, -1.51, 1.98], [-0.52, -2.47, -0.63], [1.98, 3.69, -0.35], [-2.91, 1.27, 2.51], [0.90, -2.05, -1.54], [-1.59, 1.16, -0.50], [0.69, -1.79, 1.31], [2.52, -1.27, -1.25], [-1.01, 2.85, -0.17], [-0.34, 1.52, -3.44], [0.84, 1.61, -1.25], [1.15, 0.58, 0.64], [1.59, -0.45, -2.25], [-2.43, -1.02, -1.75], [0.29, -2.49, -0.01], [1.57, 0.24, -1.53], [1.01, 1.49, -0.42], [-0.71, -0.22, 0.85]],
  "lowdin_charge": [-0.0693, -0.1602, -0.0897, -0.2636, 0.0893, 0.0244, 0.0347, 0.1759, -0.5003, 1.0758, 0.1004, 0.0700, 0.0700, 0.1933, 0.0745, 0.1879, 0.1116, 0.0807, 0.0922, 0.1803, 0.1426, 0.1951, 0.1842],
  "de_lowest_kj_mol": 243.3,
  "orbital_gap_ev": 8.396,
  "e_homo_ev": -18.28,
  "total_charge": 2,
  "total_energy_ha": -680.92687
}

---

2.
{
  "formula": "C7H13IN2O3S",
  "method": "ωB97M-V with the def2-TZVPD basis set",
  "elements": ["C", "C", "C", "C", "C", "C", "C", "N", "N", "O", "O", "O", "S", "I", "H", "H", "H", "H", "H", "H", "H", "H", "H", "H", "H", "H", "H"],
  "xyz": [[-0.084017, 1.853740, 0.428148], [1.818517, -0.168268, -1.323235], [1.008555, -0.369896, 0.005581], [3.196907, 0.469104, -1.081954], [-1.606969, -0.505409, 1.872968], [-1.914924, -1.244103, -0.516652], [-1.472452, -0.119665, 0.380307], [-0.092134, 0.536136, 0.173776], [3.338944, 3.237920, -0.832848], [-0.970567, 2.617773, 0.558964], [1.215295, 2.320295, 0.106050], [3.374791, 1.893751, 1.337339], [2.830966, 1.878604, -0.012691], [4.392191, -0.872442, 0.127251], [1.934050, -0.990054, -2.097083], [1.387900, 0.634159, -1.956084], [0.626166, -1.396348, 0.058626], [1.589390, -0.299178, 0.861526], [-2.769076, -0.951979, 2.031775], [-0.994163, -1.407174, 1.990303], [-1.302595, 0.251078, 2.577699], [-2.249083, -0.912426, -1.518164], [-2.884024, -1.691219, -0.134890], [-1.226463, -2.204014, -0.704190], [-2.191920, 0.738545, 0.298563], [4.395058, 3.310253, -0.959504], [3.053709, 4.145295, -0.418580]],
  "forces_ev_per_a": [[1.95, -2.06, -2.48], [0.49, 1.04, -1.12], [-0.67, -0.92, -2.16], [-0.29, 0.63, 1.26], [-2.47, -2.76, -0.88], [-0.37, -2.52, -1.49], [-0.33, 2.14, 1.65], [-3.89, -1.82, 0.24], [0.78, 0.85, -0.15], [-0.51, 0.87, 0.99], [2.29, 1.70, -0.40], [-0.50, -0.07, -1.28], [0.50, 0.16, 1.54], [0.02, 0.06, -0.18], [-0.22, 0.42, 1.57], [-0.67, -0.42, 0.43], [-0.19, 0.35, -0.12], [1.82, 0.16, 1.40], [3.14, 1.63, -0.11], [0.08, 0.12, 0.46], [-0.25, 0.30, 0.13], [0.65, 0.11, 0.32], [1.19, 0.57, 0.05], [-1.11, 2.32, 0.71], [0.69, -0.80, -0.55], [-1.89, -0.94, 0.19], [-0.25, -1.09, 0.00]],
  "lowdin_charge": [-0.5378, -0.3239, -0.1993, -0.7835, -0.0585, -0.0862, -0.3691, -0.0032, -0.1063, 0.1677, -0.1629, -0.3776, 0.7236, 0.7908, 0.1235, 0.1058, 0.1179, 0.0597, 0.1469, 0.0653, 0.0670, 0.0764, 0.0885, 0.1209, 0.1426, 0.1209, 0.0908],
  "de_lowest_kj_mol": 270.7,
  "orbital_gap_ev": 8.131,
  "e_homo_ev": -8.03,
  "total_energy_ha": -1305.47138
}

---

3.
{
  "formula": "C7H13N",
  "method": "ωB97M-V with the def2-TZVPD basis set",
  "elements": ["C", "C", "N", "C", "C", "C", "C", "C", "H", "H", "H", "H", "H", "H", "H", "H", "H", "H", "H", "H", "H"],
  "xyz": [[-0.353925, -2.006781, 1.033700], [-0.059786, -1.636124, -0.442337], [-0.506659, 1.965057, 0.494983], [0.246641, 0.860684, -0.064400], [-0.566745, -0.204289, -0.761463], [-2.069081, -0.185322, -0.580651], [2.429187, 1.983675, 0.298348], [1.602540, 1.001553, -0.252044], [-1.445737, -1.928722, 1.175501], [-0.107191, -3.073003, 1.201401], [0.273424, -1.573030, 1.814732], [1.023092, -1.829271, -0.532209], [-0.673397, -2.221871, -1.094581], [-1.152547, 2.128238, -0.300834], [-1.011377, 1.286167, 1.096489], [-0.201527, 0.090485, -1.775157], [-2.600834, -0.333084, -1.521482], [-2.395173, 0.520806, 0.188556], [3.504666, 2.041959, 0.304267], [1.868057, 2.903032, 0.425259], [2.196365, 0.209850, -0.708085]],
  "forces_ev_per_a": [[-0.54, -1.48, -0.40], [0.70, 0.17, 1.40], [1.06, -2.43, 0.04], [-1.79, 1.00, -1.60], [0.22, 0.86, 1.41], [2.02, 1.08, -0.66], [-2.69, 0.07, -1.58], [4.46, -0.08, 1.40], [0.58, 0.30, 0.47], [-0.25, 0.19, -0.42], [-0.27, 0.85, -0.30], [-0.39, 0.35, -0.82], [0.15, -0.94, -0.30], [-0.62, 0.04, 0.44], [-0.84, 1.57, 0.26], [-0.52, -0.25, -0.04], [-0.37, -0.23, 0.60], [-0.68, -0.37, -0.71], [0.05, -0.42, -0.32], [0.32, 0.19, 1.09], [-0.58, -0.46, 0.04]],
  "lowdin_charge": [-0.1161, -0.2162, 0.0818, -0.2835, -0.4032, -0.0104, 0.0739, -0.1436, 0.0685, 0.0703, 0.0698, 0.1029, 0.0965, 0.0987, 0.0852, 0.1813, 0.0318, 0.0125, 0.0492, 0.0477, 0.1026],
  "de_lowest_kj_mol": 620.9,
  "orbital_gap_ev": 4.652,
  "e_homo_ev": -6.24,
  "total_energy_ha": -329.03496
}

---

4.
{
  "formula": "C7H13N",
  "method": "ωB97M-V with the def2-TZVPD basis set",
  "elements": ["C", "C", "C", "C", "C", "C", "C", "H", "H", "H", "H", "H", "H", "H", "H", "H", "H", "H", "H", "H", "N"],
  "xyz": [[-2.104645, 0.166597, 0.995210], [-0.623951, -0.014040, 1.200437], [0.221740, 1.324186, 0.692533], [1.706900, 0.642173, -1.200809], [1.274122, -0.787921, -0.591490], [0.473703, -2.203380, -0.663973], [-0.274314, -0.952803, -0.104408], [-2.336961, 0.346465, -0.351589], [-2.653786, 1.341488, 1.219909], [-2.716946, -0.756530, 1.614256], [-0.188001, -0.579797, 2.097542], [1.216635, 1.076590, 1.292213], [-0.442364, 2.005236, 1.271153], [0.010840, 2.029390, -1.250570], [2.756862, 1.147444, -1.170351], [1.784036, 0.663609, -2.464465], [1.731459, -0.679316, 0.433593], [0.703541, -3.051801, 0.057301], [0.112496, -2.616723, -1.628435], [-1.290646, -0.709068, -0.854800], [0.639276, 1.608201, -0.593257]],
  "forces_ev_per_a": [[-4.05, 2.11, -0.36], [1.31, -2.09, -4.08], [0.97, -2.17, 5.25], [-1.14, 0.47, -3.60], [-1.52, 0.45, 2.49], [0.43, 0.95, 1.49], [-0.68, 0.71, -3.22], [0.38, -1.18, 4.29], [1.87, -3.52, 0.36], [1.24, 2.82, -2.35], [-1.01, 1.46, -0.85], [-1.82, 1.27, -0.75], [1.14, 0.87, -1.04], [-0.28, -0.26, -0.09], [-1.49, -1.61, 1.51], [-1.44, -0.07, 3.19], [-0.16, -1.03, -1.04], [0.43, 1.29, -0.98], [0.18, 0.75, 0.68], [3.89, -0.67, 1.41], [1.75, -0.53, -2.30]],
  "lowdin_charge": [-0.1905, -0.3462, -0.2665, -0.1418, -0.1784, -0.0745, -0.2481, 0.1405, 0.1184, 0.1278, 0.1482, 0.1349, 0.1049, 0.0992, 0.1064, 0.1404, 0.1003, 0.0966, 0.0863, 0.1311, -0.0890],
  "de_lowest_kj_mol": 812.7,
  "orbital_gap_ev": 9.230,
  "e_homo_ev": -8.20,
  "total_energy_ha": -328.96190
}

---

5.
{
  "formula": "C7H13N",
  "method": "ωB97M-V with the def2-TZVPD basis set",
  "elements": ["C", "C", "C", "C", "N", "C", "C", "C", "H", "H", "H", "H", "H", "H", "H", "H", "H", "H", "H", "H", "H"],
  "xyz": [[-0.897753, -2.864494, -2.381425], [-0.841376, -1.878531, -1.187978], [0.107969, -0.954246, -0.901901], [-0.188057, 0.227720, -0.151435], [-1.570730, 0.539444, -0.005694], [0.785529, 1.019196, 0.349235], [0.656974, 1.958791, 1.517218], [1.832095, 1.749918, 2.507150], [-1.720085, -3.572330, -2.327844], [-0.837432, -2.337244, -3.337099], [0.069776, -3.374975, -2.309883], [-1.753324, -1.876649, -0.614767], [1.164532, -1.141528, -1.097755], [-1.757724, 1.314426, 0.616585], [-1.971772, 0.818884, -0.891739], [1.755727, 0.821578, -0.094819], [-0.248545, 1.730336, 2.091661], [0.598426, 3.026604, 1.286715], [1.554835, 2.100915, 3.501766], [2.696238, 2.324712, 2.171521], [2.175227, 0.716843, 2.451996]],
  "forces_ev_per_a": [[2.05, 0.51, 1.47], [-0.43, 0.14, -1.21], [-0.43, -1.63, -0.68], [-0.25, 1.64, 0.93], [-0.37, -0.17, 0.57], [-0.17, -0.54, -0.20], [0.09, -0.01, 0.47], [0.11, 0.37, -0.92], [0.05, 0.12, -0.03], [-0.46, 0.03, 0.18], [-0.20, -0.60, -0.38], [-0.39, 0.71, -0.06], [-0.19, 0.30, -0.77], [0.36, -0.03, 0.13], [0.03, -0.41, -0.18], [0.35, -0.09, 0.64], [-0.07, -0.04, -0.32], [0.00, -0.04, -0.29], [0.16, -0.34, 0.03], [0.03, 0.18, 0.06], [-0.30, -0.10, 0.57]],
  "lowdin_charge": [-0.0915, -0.1277, -0.0958, -0.3647, 0.0714, -0.0821, -0.2538, -0.1111, 0.0611, 0.0689, 0.0657, 0.0837, 0.1135, 0.0666, 0.0923, 0.1025, 0.0958, 0.1028, 0.0678, 0.0655, 0.0692],
  "de_lowest_kj_mol": 174.1,
  "orbital_gap_ev": 8.517,
  "e_homo_ev": -7.47,
  "total_energy_ha": -329.20515
}

---

6.
{
  "formula": "C7H13N",
  "method": "ωB97M-V with the def2-TZVPD basis set",
  "elements": ["C", "C", "C", "C", "C", "C", "C", "N", "H", "H", "H", "H", "H", "H", "H", "H", "H", "H", "H", "H", "H"],
  "xyz": [[-1.811070, -0.694464, -2.085926], [-1.690165, -0.415596, -0.804150], [-1.285275, 0.810759, 0.047343], [-0.390714, 0.579849, 1.136787], [-0.720012, 0.568079, 2.442254], [1.212063, 0.599346, 0.790129], [1.439634, -0.309375, -0.422221], [2.730899, -0.929928, -0.722470], [-1.912035, 0.077548, -2.792539], [-2.135378, -1.696134, -2.340357], [-2.002332, -1.224540, -0.098304], [-2.202230, 1.360001, 0.234041], [-0.800110, 1.618984, -0.601113], [-0.105586, 0.288028, 3.295997], [-1.739206, 0.438972, 2.957312], [1.598824, 1.699292, 0.676668], [1.669370, 0.141413, 1.635624], [0.776527, -1.233672, -0.318729], [1.083312, 0.300751, -1.336216], [3.458933, -0.813584, -0.039408], [2.824550, -1.165731, -1.654723]],
  "forces_ev_per_a": [[-0.89, -0.16, 0.77], [-0.01, -0.74, 2.55], [-1.10, 1.73, -4.50], [3.25, 0.56, 2.90], [-1.71, -1.72, 1.04], [-1.52, 0.72, -0.33], [-1.34, -0.75, -1.75], [-0.93, 1.56, 2.86], [0.71, 0.74, -1.21], [-0.03, 0.13, -0.23], [0.71, 0.31, -0.57], [-0.40, -0.31, 1.01], [-0.26, -1.18, 0.29], [1.16, 0.48, -0.68], [0.77, 0.77, -1.89], [-0.73, -2.05, 0.04], [0.56, -0.08, 0.88], [0.02, 1.61, -0.02], [0.40, -1.15, 1.14], [0.32, -0.10, -0.74], [1.03, -0.40, -1.56]],
  "lowdin_charge": [-0.0122, -0.1861, -0.2150, -0.3274, 0.0360, -0.1342, -0.3104, -0.0082, 0.0429, 0.0563, 0.1147, 0.1154, 0.1406, 0.0487, 0.0845, 0.1429, 0.0763, 0.1174, 0.1249, 0.0617, 0.0314],
  "de_lowest_kj_mol": 320.4,
  "orbital_gap_ev": 9.490,
  "e_homo_ev": -8.47,
  "total_energy_ha": -329.14942
}